This record from the OMol25 dataset describes the ion C3H4N3 with charge +1 in a non-equilibrium geometry. The level of theory is ωB97M-V/def2-TZVPD.

The geometry in XYZ format:
```
10
Properties=species:S:1:pos:R:3:nbo_charge:R:1
N -0.589 0.464 0.211 -0.529
C 0.480 1.221 -0.051 0.263
N 1.817 -0.680 0.209 -0.136
H -1.198 -1.095 -1.077 0.284
C 0.761 -1.208 0.024 0.631
H 0.514 2.222 0.144 0.274
N 1.674 0.750 -0.156 -0.180
C -0.652 -0.957 -0.118 -0.365
H -1.482 0.862 0.353 0.443
H -1.326 -1.579 0.461 0.315
```

Properties
- SMILES: C1#[N+]N=CNC1
- Total charge: +1
- E_HOMO: -0.56676 Eh
- Gap between HOMO and LUMO: 0.2948 hartree
- Energy above the lowest of the compared OMol25 structures with the same formula, charge and spin: 2.508 eV
- Maximum force: 4.03 eV/Å